# 1
{"formula": "C25H22BrF5N6O7Ta", "method": "wB97M-V/def2-TZVPD", "species": ["Ta", "N", "C", "C", "O", "N", "C", "C", "O", "O", "H", "H", "H", "H", "H", "H", "C", "O", "C", "C", "C", "Br", "C", "C", "C", "O", "C", "N", "C", "C", "C", "C", "C", "C", "N", "H", "H", "H", "H", "H", "H", "H", "H", "H", "H", "H", "C", "N", "C", "C", "C", "O", "N", "C", "O", "H", "H", "H", "H", "H", "F", "C", "F", "C", "F", "F", "F"], "positions_angstrom": [[-0.56411, 0.97715, 0.63415], [-1.65819, 0.61164, 2.59451], [-2.00617, 1.86706, 3.28431], [-2.35340, 2.86782, 2.20984], [-3.15978, 3.74956, 2.32156], [-1.66062, 2.60407, 1.01499], [-2.05921, 3.38846, -0.13379], [-2.14361, 2.43504, -1.31163], [-2.63962, 2.60685, -2.36861], [-1.47519, 1.24183, -1.00454], [-2.50514, 0.10898, 2.31992], [-1.10761, 0.01173, 3.20795], [-1.13004, 2.21397, 3.83367], [-2.83767, 1.74934, 3.97752], [-1.30280, 4.14504, -0.36943], [-3.01197, 3.89354, 0.03071], [-4.65904, 0.59409, 0.45116], [-3.48625, -0.20435, 0.64146], [-3.27519, -1.23344, -0.23768], [-4.19705, -1.73141, -1.14191], [-3.81150, -2.75797, -2.00358], [-5.06988, -3.41960, -3.23600], [-2.53529, -3.28700, -1.98324], [-1.60648, -2.78905, -1.07071], [-1.99892, -1.77577, -0.21476], [-1.07947, -1.19034, 0.67165], [-0.20738, -3.23745, -1.10268], [0.47750, -3.40855, -2.18572], [1.76762, -3.70829, -1.75480], [2.90609, -3.99045, -2.50645], [4.06767, -4.27027, -1.81737], [4.10738, -4.26986, -0.41446], [2.98940, -3.98244, 0.34399], [1.82774, -3.69734, -0.36017], [0.54271, -3.35348, 0.06497], [-4.68048, 0.99804, -0.56245], [-4.59332, 1.40254, 1.17550], [-5.55828, 0.00903, 0.64577], [-5.19851, -1.33535, -1.19695], [-2.23288, -4.06162, -2.67154], [-0.19793, -1.61756, 0.52083], [2.86540, -3.99727, -3.58520], [4.97009, -4.50302, -2.36485], [5.03801, -4.50064, 0.08422], [3.02649, -3.97883, 1.42413], [0.15674, -3.66831, 0.94357], [3.52800, 4.51982, -1.18493], [2.79807, 3.25142, -1.09982], [3.26423, 2.17048, -1.75866], [2.67203, 0.94407, -1.72693], [1.53005, 0.86895, -0.91420], [0.80737, -0.15389, -0.62525], [1.05111, 1.95816, -0.28560], [1.62768, 3.20849, -0.32851], [1.16189, 4.16773, 0.23157], [3.66764, 4.78510, -2.23052], [4.48973, 4.42104, -0.68519], [2.93438, 5.28179, -0.68931], [4.16819, 2.34581, -2.32791], [3.06308, 0.08974, -2.25137], [0.66470, 1.76832, 2.31281], [1.13397, 0.59119, 3.15559], [0.71871, -0.40917, 2.14506], [2.63958, 0.66134, 2.91409], [3.14177, 1.71918, 3.54559], [3.00080, 0.75835, 1.61137], [3.19715, -0.45402, 3.39427]], "forces_ev_per_angstrom": [[0.040, -1.019, 0.929], [-0.084, -0.048, 0.032], [0.017, 0.048, 0.045], [0.089, 0.054, -0.295], [0.010, 0.014, 0.167], [-0.153, 0.161, 0.050], [-0.012, 0.152, -0.226], [0.155, -0.328, -0.031], [-0.081, 0.086, 0.027], [-0.366, 0.121, -0.115], [0.112, 0.017, 0.075], [0.008, 0.064, 0.046], [-0.062, 0.003, 0.021], [0.015, 0.014, -0.058], [-0.091, 0.004, -0.015], [0.060, -0.034, -0.022], [-0.081, -0.002, -0.039], [0.013, -0.155, -0.136], [-0.031, -0.056, -0.065], [0.076, -0.025, 0.021], [0.034, 0.060, 0.063], [-0.008, -0.004, 0.001], [-0.045, 0.089, 0.083], [-0.111, 0.024, -0.097], [-0.005, -0.063, -0.112], [-0.143, 0.237, -0.093], [-0.086, -0.034, -0.202], [-0.088, 0.043, 0.168], [0.032, -0.007, 0.006], [-0.044, 0.020, 0.057], [0.032, -0.002, 0.041], [0.033, -0.003, -0.025], [-0.023, 0.021, -0.041], [0.075, -0.045, 0.040], [0.074, 0.132, 0.056], [-0.024, -0.003, 0.003], [-0.028, 0.032, -0.021], [0.014, 0.022, -0.015], [-0.044, 0.022, 0.002], [-0.009, -0.020, -0.021], [-0.074, -0.174, 0.014], [-0.009, -0.005, -0.065], [0.023, -0.007, -0.015], [0.027, -0.007, 0.016], [-0.005, 0.001, 0.042], [-0.022, -0.099, -0.038], [-0.027, 0.096, 0.033], [-0.071, 0.087, 0.057], [-0.025, -0.203, -0.044], [-0.006, 0.104, 0.062], [0.163, 0.030, -0.003], [-0.072, 0.082, 0.034], [0.278, 0.363, 0.027], [0.012, -0.038, -0.034], [0.025, 0.084, 0.007], [0.027, 0.023, 0.015], [0.002, 0.040, -0.013], [0.049, -0.025, -0.027], [0.000, -0.030, -0.006], [0.009, -0.044, -0.015], [0.231, 0.115, -0.047], [-0.239, 0.044, -0.014], [0.347, -0.011, -0.326], [0.152, -0.095, 0.137], [-0.023, -0.048, -0.026], [-0.001, 0.018, -0.039], [-0.042, 0.109, -0.041]], "gap_ev": 7.21, "homo_ha": -0.41249, "e_lumo_ha": -0.14764, "charge": 1, "fmax_ev_per_a": 1.4, "total_energy_ha": -4951.4122, "e_above_lowest_kcal_mol": 38.2}

# 2
{"formula": "C25H22F2N", "method": "wB97M-V/def2-TZVPD", "species": ["F", "C", "C", "C", "C", "C", "C", "C", "C", "C", "C", "C", "F", "C", "C", "C", "C", "H", "H", "H", "H", "H", "H", "H", "H", "H", "H", "H", "C", "C", "C", "C", "C", "N", "C", "C", "C", "C", "C", "H", "H", "H", "H", "H", "H", "H", "H", "H", "H", "H"], "positions_angstrom": [[2.47905, -0.33286, -5.83627], [1.48054, 0.45873, -5.37404], [1.01050, 1.51053, -6.14343], [-0.02648, 2.29825, -5.68519], [-0.62807, 2.01794, -4.48015], [-0.19657, 0.94019, -3.68941], [-0.93742, 0.54216, -2.52952], [-0.51626, -0.44911, -1.66233], [-1.31658, -1.12085, -0.76209], [-0.87133, -2.23385, 0.01986], [0.48731, -2.53997, 0.19965], [0.87675, -3.64778, 0.91803], [2.19171, -3.91802, 1.09059], [-0.08231, -4.48451, 1.46554], [-1.42330, -4.21266, 1.29060], [-1.81720, -3.10185, 0.58697], [0.89972, 0.19383, -4.15212], [1.46688, 1.69450, -7.10092], [-0.36884, 3.13068, -6.27714], [-1.44520, 2.62456, -4.13196], [-1.92236, 0.96011, -2.40570], [0.50508, -0.77255, -1.73496], [-2.36474, -0.87756, -0.73028], [1.25657, -1.90143, -0.19227], [0.24066, -5.34899, 2.01701], [-2.16548, -4.87608, 1.70076], [-2.86229, -2.89978, 0.43088], [1.28298, -0.63101, -3.58202], [-3.58021, 0.55783, 2.65498], [-2.12146, 0.79710, 2.68380], [-1.33172, 1.18277, 1.62744], [0.00264, 1.29311, 2.10120], [-0.01602, 0.96921, 3.47019], [-1.32690, 0.66742, 3.80413], [1.16808, 1.00256, 4.21765], [2.33341, 1.35391, 3.58947], [2.37079, 1.68030, 2.21400], [3.65956, 2.05936, 1.57014], [1.21081, 1.64799, 1.47539], [-3.98281, 0.71658, 1.65492], [-3.81678, -0.46247, 2.95508], [-4.09911, 1.22886, 3.33874], [-1.66191, 1.36787, 0.62053], [-1.65276, 0.40083, 4.73282], [1.13829, 0.75381, 5.26301], [3.25269, 1.38467, 4.15060], [3.52816, 2.27981, 0.51029], [4.08519, 2.94772, 2.03742], [4.38728, 1.25148, 1.64788], [1.21948, 1.89666, 0.43026]], "forces_ev_per_angstrom": [[-0.705, 0.659, 0.402], [-0.077, -0.236, 0.230], [0.474, -0.208, -0.353], [-0.053, 0.142, 0.115], [-0.303, -0.113, 0.324], [0.187, 0.321, -0.390], [0.271, -0.712, -0.050], [0.259, 0.291, 0.000], [0.225, -0.074, -0.074], [0.001, -0.367, 0.225], [0.555, 0.143, -0.052], [0.054, 0.230, -0.087], [-0.930, 0.205, -0.130], [0.527, -0.277, 0.133], [-0.178, -0.057, 0.012], [-0.202, 0.469, -0.237], [0.439, -0.412, -0.041], [0.086, 0.067, -0.196], [-0.039, 0.069, -0.093], [-0.241, 0.136, 0.035], [-0.270, 0.229, 0.083], [0.235, -0.086, -0.092], [-0.330, 0.076, 0.135], [0.236, 0.186, -0.079], [0.064, -0.219, 0.156], [-0.062, -0.113, 0.090], [-0.271, 0.048, 0.052], [0.095, -0.285, 0.054], [-0.255, -0.129, 0.384], [0.549, 0.201, -0.568], [-0.315, -0.304, 0.190], [0.400, 0.038, 0.057], [0.351, 0.151, -0.405], [-0.255, -0.150, 0.316], [-0.746, -0.171, 0.091], [-0.004, 0.084, -0.428], [-0.228, -0.094, 0.107], [0.377, 0.101, -0.180], [-0.325, -0.254, 0.612], [0.110, 0.051, 0.041], [-0.086, -0.104, 0.050], [-0.114, 0.027, 0.025], [-0.197, 0.125, -0.030], [0.183, 0.197, -0.620], [0.157, -0.035, 0.315], [0.152, 0.005, 0.133], [-0.036, 0.002, 0.018], [0.087, -0.018, 0.030], [0.105, 0.024, 0.050], [0.042, 0.140, -0.361]], "gap_ev": 4.23, "homo_ha": -0.37329, "e_lumo_ha": -0.21793, "charge": 1, "fmax_ev_per_a": 1.0, "total_energy_ha": -1220.0778, "e_above_lowest_kcal_mol": 20.1}

# 3
{"formula": "C25H22F2NNiO2S", "method": "wB97M-V/def2-TZVPD", "species": ["Ni", "F", "C", "C", "C", "C", "C", "F", "C", "C", "C", "C", "C", "C", "N", "H", "H", "H", "H", "H", "H", "C", "C", "O", "S", "C", "C", "C", "C", "C", "C", "C", "C", "H", "H", "H", "H", "H", "H", "H", "C", "C", "C", "C", "O", "H", "H", "H", "H", "H", "H", "H", "H", "H"], "positions_angstrom": [[-0.83799, -1.57583, -1.52057], [-1.68853, -2.86411, 3.49262], [-2.08303, -2.41171, 2.29679], [-1.32853, -2.43334, 1.13185], [-1.77468, -1.71297, 0.00436], [-3.06279, -1.29185, -0.03583], [-3.83440, -1.27357, 1.14273], [-5.12632, -0.84271, 1.07716], [-3.33782, -1.79023, 2.30529], [-3.46141, -0.87375, -1.40008], [-4.66417, -0.25288, -1.75316], [-4.83038, 0.34441, -2.97454], [-3.81574, 0.17617, -3.93409], [-2.68590, -0.53037, -3.59317], [-2.49767, -1.04027, -2.36533], [-0.40063, -2.93520, 1.14794], [-3.95926, -1.74758, 3.18047], [-5.42428, -0.14714, -0.96042], [-5.70458, 0.91214, -3.25505], [-3.87224, 0.64934, -4.88629], [-1.79776, -0.63191, -4.24985], [2.72316, 6.02856, 5.23881], [2.56240, 4.87172, 4.27327], [1.86102, 3.89675, 4.44423], [3.40686, 4.97034, 2.74162], [2.43273, 3.74580, 1.94206], [3.11950, 2.58424, 1.59344], [2.47087, 1.52594, 0.96504], [1.13086, 1.69120, 0.58832], [0.47256, 2.94843, 0.85971], [1.13668, 3.97766, 1.47289], [0.37693, 0.65269, 0.10111], [-0.22008, -0.30798, -0.41407], [3.73040, 6.45595, 5.13037], [2.58293, 5.71597, 6.30958], [1.93825, 6.79523, 4.96489], [4.11856, 2.44666, 1.91289], [2.97746, 0.54538, 0.72657], [-0.57074, 3.00879, 0.61544], [0.64755, 4.91424, 1.72437], [2.62212, -1.94817, -1.60691], [1.80989, -3.03454, -2.18115], [1.62233, -4.30431, -1.28733], [2.30136, -3.33282, -3.54841], [0.48324, -2.51806, -2.40923], [3.72235, -2.22517, -1.42187], [2.23219, -1.65145, -0.56835], [2.61474, -0.98942, -2.15665], [2.49715, -4.97765, -1.26118], [0.78618, -4.90828, -1.70357], [1.33933, -4.02978, -0.22973], [3.35145, -3.64252, -3.48626], [2.17745, -2.47502, -4.15263], [1.73039, -4.15704, -4.02809]], "forces_ev_per_angstrom": [[1.813, -1.830, -2.581], [0.561, -0.775, 0.251], [-0.323, 1.246, -1.482], [-0.898, 0.647, 1.872], [-0.114, -3.676, 2.148], [-2.108, 1.345, -0.846], [0.439, -0.455, -1.101], [0.106, 0.084, 0.437], [-0.770, 0.246, 0.052], [0.092, -0.036, -0.362], [-0.944, 0.522, 1.280], [0.694, -0.585, -0.837], [-0.043, -0.010, 0.479], [0.734, -0.081, 0.247], [-1.239, 1.057, 0.645], [1.083, -0.363, -0.061], [0.016, -0.086, 0.365], [0.463, -0.016, -0.663], [-0.198, -0.009, 0.241], [-0.097, 0.197, -0.598], [-0.850, 0.015, 0.256], [-0.396, 0.252, 0.495], [-0.742, -1.062, 0.556], [0.056, 0.954, 0.970], [0.051, 0.871, -0.389], [1.147, -0.287, -1.425], [-1.180, -0.489, 0.107], [0.230, -0.439, -0.624], [0.116, 2.012, 1.501], [0.850, -1.066, -0.242], [0.188, -0.060, 0.696], [-1.890, -3.131, -1.543], [2.420, 4.274, 0.936], [-0.383, 0.107, -0.026], [-0.019, 0.151, -1.151], [0.941, -0.715, 0.347], [0.913, 0.028, 0.288], [-0.566, 1.315, 0.405], [-0.254, 0.152, -0.196], [-0.035, -0.095, -0.130], [2.008, 1.445, 3.238], [-3.280, -0.105, -0.168], [-0.070, 0.090, 0.286], [0.691, -2.359, -0.408], [0.779, -0.507, 0.187], [-1.326, 0.173, -0.410], [0.371, -0.505, -1.354], [-0.177, -0.684, -0.195], [-0.039, 0.371, 0.080], [0.453, 0.549, 0.158], [0.347, -0.140, -1.086], [0.080, 0.059, -0.358], [0.072, 1.005, -0.644], [0.229, 0.398, 0.361]], "gap_ev": [4.87, 6.72], "homo_ha": [-0.09452, -0.16240], "s_squared": 2.025, "e_lumo_ha": [0.08452, 0.08453], "charge": -1, "spin_multiplicity": 3, "fmax_ev_per_a": 5.0, "total_energy_ha": -3277.2162, "e_above_lowest_kcal_mol": 20.5}

# 4
{"formula": "C25H22FeO4", "method": "wB97M-V/def2-TZVPD", "species": ["C", "C", "C", "Fe", "C", "O", "C", "O", "C", "C", "C", "C", "C", "H", "H", "H", "H", "H", "H", "H", "H", "H", "H", "H", "C", "C", "C", "C", "C", "C", "C", "C", "C", "C", "C", "C", "C", "O", "O", "C", "C", "H", "H", "H", "H", "H", "H", "H", "H", "H", "H", "H"], "positions_angstrom": [[-2.57260, 1.87642, 2.93137], [-3.29009, 0.67011, 2.48446], [-2.69099, -0.30055, 1.69446], [-1.39359, -0.47836, -0.25724], [-0.58539, -1.96238, 0.47927], [0.00075, -2.80392, 1.03044], [-0.22567, 0.75354, 0.45472], [0.54231, 1.32645, 1.11053], [-2.84378, -1.35911, -1.39528], [-1.52751, -1.46932, -1.97008], [-1.00274, -0.13664, -2.14133], [-2.01259, 0.79342, -1.68180], [-3.13599, 0.03586, -1.22311], [-3.29151, 2.58493, 3.36838], [-1.81847, 1.62764, 3.69498], [-2.05051, 2.37103, 2.09387], [-4.34463, 0.59937, 2.75420], [-1.64279, -0.52788, 1.97824], [-3.33505, -1.14393, 1.38072], [-3.53102, -2.18461, -1.19766], [-1.03919, -2.38875, -2.28517], [-0.05182, 0.12504, -2.59665], [-1.94850, 1.87681, -1.71148], [-4.07854, 0.45415, -0.87348], [-7.05601, -3.97548, 3.09914], [-5.79577, -4.51023, 2.80484], [-4.64116, -3.81841, 3.17798], [-4.73873, -2.58363, 3.83584], [-3.50896, -1.81741, 4.29068], [-2.31269, -2.01917, 3.53897], [-1.03562, -1.63694, 4.10202], [-0.03275, -2.74274, 4.27080], [-0.22144, -4.04960, 3.79762], [0.82795, -4.97045, 3.80319], [2.06823, -4.61880, 4.35666], [2.23639, -3.33887, 4.91310], [1.19356, -2.41686, 4.87243], [-0.69026, -0.47138, 4.36695], [-3.59079, -1.02498, 5.24514], [-6.00488, -2.06502, 4.15286], [-7.15961, -2.75163, 3.77881], [-7.95733, -4.51697, 2.81233], [-5.69705, -5.47400, 2.30508], [-3.65040, -4.23299, 2.98464], [-2.31750, -2.65209, 2.64759], [-1.20500, -4.34735, 3.43632], [0.66385, -5.96977, 3.39471], [2.88316, -5.34509, 4.37431], [3.17564, -3.06411, 5.39625], [1.30905, -1.41752, 5.29347], [-6.06332, -1.12534, 4.70441], [-8.13479, -2.33767, 4.03712]], "forces_ev_per_angstrom": [[0.206, 0.696, 0.641], [0.401, -0.801, -1.657], [-1.563, -0.046, 2.682], [0.624, 0.281, 2.184], [0.999, -0.251, 1.249], [0.422, -1.150, 0.071], [2.014, 1.317, 2.110], [-1.289, -0.923, -1.253], [-0.668, 0.683, -0.490], [-0.129, 0.789, -1.408], [-0.750, -0.207, -2.368], [-0.246, -0.394, -0.698], [-0.679, -0.388, -1.480], [0.390, -0.087, -0.095], [-0.163, 0.053, -0.180], [-0.188, -0.203, 0.308], [0.036, 0.019, -0.457], [-0.615, 0.518, -0.831], [0.510, 0.517, 0.221], [0.393, 0.344, 0.105], [-0.127, 0.315, 0.355], [-0.257, -0.039, 0.225], [0.065, -0.280, 0.114], [0.425, -0.185, 0.120], [0.257, 0.176, 0.100], [-0.013, 0.196, 0.165], [-0.160, 0.371, 0.069], [-0.153, -0.011, 0.205], [-1.393, 0.585, 0.787], [-0.236, -0.587, -0.100], [2.263, 1.547, 0.509], [0.542, -0.315, 0.229], [0.052, 0.204, 0.122], [0.100, 0.147, 0.310], [-0.451, 0.308, -0.036], [-0.218, -0.286, -0.019], [0.032, -0.047, -0.156], [-1.142, -1.847, -0.416], [0.259, -0.899, -1.055], [0.113, -0.182, -0.128], [0.303, -0.205, -0.080], [0.230, 0.132, 0.069], [-0.129, 0.251, 0.113], [-0.361, -0.041, -0.027], [0.051, 0.181, 0.554], [0.328, -0.008, -0.122], [0.102, 0.313, 0.152], [-0.234, 0.258, -0.016], [-0.248, -0.112, -0.199], [0.021, -0.276, -0.197], [0.040, -0.269, -0.165], [0.232, -0.161, -0.135]], "gap_ev": [4.34, 7.62], "homo_ha": [-0.15636, -0.34126], "s_squared": 6.098, "e_lumo_ha": [0.00309, -0.06135], "charge": 0, "spin_multiplicity": 5, "fmax_ev_per_a": 3.2, "total_energy_ha": -2530.2387, "e_above_lowest_kcal_mol": 54.6}

What is the formula in the fourth record?
C25H22FeO4